(1)
Density functional theory data (ωB97M-V with the def2-TZVPD basis set) for C12H13NO3Pb as an isolated structure in a non-equilibrium geometry.

The HOMO energy comes out at -13.731 eV. The calculation puts the total energy at -937.51169 Eh.

The geometry in ORCA input format:
```
! wB97M-V def2-TZVPD RIJCOSX def2/J DEFGRID3
* xyz 2 1
C 0.20041 3.22938 -2.59406
C -1.04650 2.87249 -2.21561
C -1.26606 1.97480 -1.10480
C -0.35557 1.71033 -0.14319
C -0.73920 0.75310 0.90833
O -0.44202 0.88345 2.08512
C -1.55344 -0.40073 0.43023
C -1.32942 -1.75024 1.04407
C 0.05795 -2.28733 0.84153
O 0.36962 -3.42607 0.96490
N 1.10598 -1.28952 0.54271
C 1.68434 -0.83930 1.73434
C 2.06932 -1.75332 -0.45684
C -2.46769 -0.14515 -0.50292
C -2.58205 1.26118 -0.99261
O -3.63061 1.78811 -1.23516
H 0.44981 4.24166 -2.87982
H 1.00607 2.50589 -2.61429
H -1.92827 3.19058 -2.75958
H 0.62549 2.15764 -0.13367
H -2.00456 -2.46501 0.58070
H -1.53838 -1.73522 2.11475
H 1.02336 -1.05872 2.58110
H 2.67563 -1.49305 1.82677
H 1.93476 0.22593 1.72991
H 1.58616 -1.97730 -1.39886
H 2.77621 -0.95042 -0.65532
H 2.60563 -2.62832 -0.06984
H -3.11261 -0.90403 -0.92148
Pb 3.82565 -1.69079 3.29360
*
```

(2)
Density functional theory data (ωB97M-V with the def2-TZVPD basis set) for C12H13NPW as an isolated structure in a non-equilibrium geometry.

As for the expectation value of S²: 2.3287. The HOMO energy (spin up / spin down) comes out at -10.405 / -9.989 eV. The calculation puts the total energy at -927.76971 Eh. The value obtained for the energy above the lowest of the compared OMol25 structures with the same formula, charge and spin is 0.0 kJ/mol.

The geometry in ORCA input format:
```
! wB97M-V def2-TZVPD RIJCOSX def2/J DEFGRID3
* xyz 1 3
C 3.22994 -0.73641 -1.03065
C 4.21235 0.28092 -0.61096
C 3.98002 1.51590 -1.24997
C 2.87576 1.41980 -2.12153
C 2.32520 0.05361 -2.16914
W 1.23065 -1.37287 -0.87558
P 1.80477 -3.11166 0.55020
H 3.55348 -1.75709 -1.29996
H 5.00040 0.06923 0.11389
H 4.56442 2.42323 -1.08823
H 2.18233 -0.40058 -3.16038
H 2.46264 2.23582 -2.71093
H 1.46569 -3.19650 1.95662
H 3.15754 -3.62567 0.60733
H 1.10878 -4.31412 0.12417
N -0.18445 -0.34862 -0.24009
C -1.05516 0.35530 0.15982
C -2.31144 0.72889 0.62011
C -2.51597 0.92375 2.00688
C -3.81403 1.07177 2.48425
C -4.89895 1.06323 1.60081
C -4.68612 0.96831 0.22034
C -3.39876 0.80410 -0.28221
H -1.65343 0.91953 2.67472
H -3.97583 1.18340 3.55709
H -5.91576 1.13835 1.99130
H -5.52774 1.00773 -0.47315
H -3.21633 0.70065 -1.35475
*
```

(3)
Density functional theory data (ωB97M-V with the def2-TZVPD basis set) for a single C12H13NS molecule in a non-equilibrium geometry.

The HOMO energy comes out at -8.623 eV. The calculation puts the total energy at -917.86609 Eh. As for the SMILES: CS[C@@]1(C#N)C[C@@H]2C=C[C@H]1/C=C\C=C/2. The value obtained for the energy above the lowest of the compared OMol25 structures with the same formula, charge and spin is 348.5 kJ/mol.

The geometry in ORCA input format:
```
! wB97M-V def2-TZVPD RIJCOSX def2/J DEFGRID3
* xyz 0 1
C 0.48902 1.25715 -1.98730
C -0.62353 -0.48427 2.57406
C -0.62752 -1.53838 1.64929
C -0.37140 0.83264 2.49070
C -0.16425 -1.61686 0.40898
C 1.58138 0.94730 1.12116
C 1.84332 -0.01958 0.25458
C -0.72859 1.37242 0.14927
C 0.24927 1.51075 1.33346
C 0.68284 -0.67211 -0.43731
C -0.22152 0.52577 -0.98277
C -0.77272 -1.02515 -3.20537
N 1.06825 1.68818 -2.93945
S -1.72281 -0.27604 -1.80743
H -0.92888 -0.89707 3.55558
H -1.04659 -2.36880 2.06036
H -0.35686 1.30004 3.58116
H -0.26901 -2.63547 0.13092
H 2.36479 1.38744 1.72029
H 2.78512 -0.62241 0.12981
H -1.63785 1.07878 0.58746
H -1.03266 2.36032 -0.28130
H 0.34161 2.58009 1.45932
H 1.04458 -1.32490 -1.23242
H -1.39112 -1.19026 -3.94997
H -0.49671 -1.98799 -2.92272
H -0.05819 -0.18160 -3.46034
*
```

(4)
Density functional theory data (ωB97M-V with the def2-TZVPD basis set) for C12H14BBaF5N6 as an isolated structure in a non-equilibrium geometry.

The HOMO energy (spin up / spin down) comes out at -14.699 / -14.700 eV. The calculation puts the total energy at -1343.26993 Eh. The value obtained for the energy above the lowest of the compared OMol25 structures with the same formula, charge and spin is 56.5 kJ/mol.

The geometry in ORCA input format:
```
! wB97M-V def2-TZVPD RIJCOSX def2/J DEFGRID3
* xyz 2 1
C -1.60460 2.23348 1.04854
N -1.11729 1.24119 0.26491
N -2.17151 0.85570 -0.56025
C -3.24192 1.64579 -0.34786
C -2.92062 2.54716 0.67055
B -2.03684 -0.32473 -1.55330
N -0.71865 -0.09281 -2.34640
N 0.51601 0.18130 -1.75739
C 1.41625 0.17720 -2.77486
C 0.75296 0.02899 -4.00264
C -0.59130 -0.14096 -3.68537
Ba 1.64230 1.46557 0.43514
N -1.91448 -1.65666 -0.76049
N -0.85742 -1.81531 0.11401
C -0.97489 -3.00395 0.66926
C -2.12578 -3.66460 0.16655
C -2.68245 -2.76272 -0.74975
H -0.25794 -3.37268 1.39823
H -3.55168 -2.82630 -1.37865
H -2.48678 -4.63526 0.43304
H -2.97504 -0.39331 -2.28195
H -1.46637 -0.29049 -4.30344
H -4.14575 1.50919 -0.92563
H 1.18475 0.03571 -4.99017
H -3.55405 3.31317 1.08741
H 2.48570 0.24863 -2.57509
H -0.99555 2.65339 1.84681
H 3.32365 -0.52805 -0.42043
C 4.01839 0.27712 -0.08812
H 4.95828 0.13033 -0.62622
H 3.72637 1.32718 -0.38296
H 4.32337 0.18318 0.96778
F 3.59281 1.69556 3.68838
C 2.74049 0.69121 3.29609
F 3.32102 -0.48557 3.67222
C 1.42549 0.84394 4.02480
F 1.53794 0.72983 5.36720
F 0.89114 2.08308 3.75646
F 0.53397 -0.10451 3.60359
*
```

(5)
Density functional theory data (ωB97M-V with the def2-TZVPD basis set) for C12H14BF5N6Pb as an isolated structure in a non-equilibrium geometry.

The HOMO energy (spin up / spin down) comes out at -23.967 / -22.784 eV. The calculation puts the total energy at -1509.07461 Eh. The value obtained for the energy above the lowest of the compared OMol25 structures with the same formula, charge and spin is 422.1 kJ/mol.

The geometry in ORCA input format:
```
! wB97M-V def2-TZVPD RIJCOSX def2/J DEFGRID3
* xyz 4 1
C -0.60312 -2.53777 -1.49804
N -0.42459 -1.53891 -0.59769
N -1.64655 -1.00949 -0.28021
C -2.58932 -1.67251 -0.97343
C -1.97633 -2.65290 -1.76079
B -1.85300 0.22947 0.66426
N -1.13780 -0.03192 2.01438
N 0.14709 -0.47883 2.07209
C 0.49096 -0.59369 3.37160
C -0.60038 -0.20434 4.17038
C -1.60897 0.13906 3.26668
Pb 1.08403 -0.92699 0.17519
N -1.34268 1.53460 0.00904
N -0.05414 1.69256 -0.39481
C 0.00244 2.90422 -0.98465
C -1.27155 3.53712 -0.95729
C -2.09571 2.62044 -0.31021
H 0.93346 3.26872 -1.39042
H -3.15019 2.66166 -0.05181
H -1.54057 4.51429 -1.34086
H -3.04031 0.31745 0.85505
H -2.62298 0.48915 3.42156
H -3.62869 -1.39458 -0.85952
H -0.65166 -0.18585 5.25436
H -2.45543 -3.35549 -2.43189
H 1.47056 -0.95256 3.64682
H 0.24894 -3.08266 -1.86990
H 1.84010 0.85213 0.42469
C 2.73099 0.17681 0.86809
H 2.71930 0.26129 1.88258
H 2.63663 -1.23584 0.74523
H 3.51704 0.19220 0.24553
F 2.26606 1.21158 -1.84808
C 1.72179 -0.06158 -1.88774
F 0.56500 -0.01034 -2.63346
C 2.73805 -0.95938 -2.58931
F 3.92452 -0.98789 -1.88748
F 2.27217 -2.24880 -2.69566
F 2.98482 -0.48043 -3.84426
*
```

(6)
Density functional theory data (ωB97M-V with the def2-TZVPD basis set) for C12H14BN9V as an isolated structure in a non-equilibrium geometry.

As for the expectation value of S²: 3.7934. The HOMO energy (spin up / spin down) comes out at -15.059 / -15.137 eV. The calculation puts the total energy at -1926.51281 Eh. The value obtained for the energy above the lowest of the compared OMol25 structures with the same formula, charge and spin is 507.4 kJ/mol.

The geometry in ORCA input format:
```
! wB97M-V def2-TZVPD RIJCOSX def2/J DEFGRID3
* xyz 2 4
C 2.84186 -0.60716 0.74403
N 1.56676 -0.66780 0.30625
N 1.54226 0.01866 -0.92911
C 2.81348 0.19328 -1.32433
C 3.66451 -0.15451 -0.29924
B 0.33639 0.39741 -1.84218
N -0.51324 -0.91152 -1.53270
N -0.76452 -1.63770 -0.36297
C -1.64959 -2.62987 -0.68219
C -1.75044 -2.68502 -2.07129
C -1.00915 -1.62598 -2.55829
V 0.03083 -1.90151 1.48131
N -0.34163 1.95424 -1.94610
N -0.94347 2.43272 -0.81534
C -1.40740 3.66544 -1.02595
C -1.13531 4.05496 -2.36008
C -0.46002 2.94849 -2.91895
H -1.90142 4.21305 -0.22314
H -0.07535 2.86586 -3.93129
H -1.40884 5.00681 -2.79996
H 0.73015 0.37041 -3.00139
H -0.81089 -1.29175 -3.55512
H 3.01591 0.56647 -2.30587
H -2.32203 -3.38531 -2.64384
H 4.73357 -0.07241 -0.30292
H -2.24770 -3.12078 0.07794
H 3.09177 -0.78705 1.78023
H -1.45778 -0.89603 1.54189
C -1.76345 -1.68925 2.27396
H -2.62191 -2.20135 1.83945
H -0.91601 -2.45763 2.46004
H -1.99827 -1.15882 3.20188
N 0.50770 -0.80727 2.89971
C 0.61182 0.10102 3.63842
N 0.75575 1.00593 4.51278
C 0.66964 0.60966 5.77760
N 0.58603 0.28430 6.89676
*
```

(7)
Density functional theory data (ωB97M-V with the def2-TZVPD basis set) for C12H14ClN2O9SV as an isolated structure.

As for the expectation value of S²: 0.7634. The HOMO energy (spin up / spin down) comes out at -3.562 / -2.963 eV. The calculation puts the total energy at -3054.56509 Eh. The value obtained for the energy above the lowest of the compared OMol25 structures with the same formula, charge and spin is 52.6 kJ/mol.

The geometry in ORCA input format:
```
! wB97M-V def2-TZVPD RIJCOSX def2/J DEFGRID3
* xyz -1 2
V -1.45329 -0.55279 -1.53821
O -1.72106 0.64861 -3.35054
Cl -3.11692 0.83997 -2.88144
O -3.94637 1.35715 -3.90267
O -3.03670 1.70298 -1.73562
O -3.53772 -0.49524 -2.45576
C -0.08256 -4.21472 -3.23964
O -0.80243 -3.23600 -2.51748
C -0.34309 -1.90200 -2.66830
O 0.60076 -1.72955 -3.41880
H -0.44459 -5.18701 -2.90378
H 0.99410 -4.14125 -3.06621
H -0.24368 -4.12523 -4.31872
N 1.98430 1.90982 -1.11714
C 2.56177 0.76395 -0.61676
C 1.58744 -0.18243 -0.64572
N 0.42066 0.37617 -1.10473
C 0.68732 1.62792 -1.37867
H 2.43210 2.79331 -1.27291
H 3.59360 0.72488 -0.31887
H 1.62209 -1.22288 -0.37511
H -0.01772 2.34315 -1.77021
C 2.30375 2.25046 3.82228
C 1.19027 1.45070 3.20481
C 0.23724 2.05309 2.39234
C -0.79701 1.31433 1.83063
C -0.88169 -0.04523 2.07851
C 0.05530 -0.66181 2.89341
C 1.08175 0.08276 3.44800
S -2.15010 -1.01323 1.28496
O -2.68692 -1.89408 2.28601
O -3.03551 -0.05742 0.64410
O -1.40611 -1.72121 0.20162
H 2.34430 3.25584 3.40238
H 3.27320 1.77622 3.65896
H 2.16954 2.34858 4.90213
H 0.30033 3.11706 2.19077
H -1.53647 1.77763 1.19041
H -0.01482 -1.72458 3.08673
H 1.81495 -0.40791 4.07927
*
```